# 1
{"formula": "C46H116N8O15", "method": "wB97M-V/def2-TZVPD", "symbols": ["C", "O", "C", "C", "C", "N", "H", "H", "H", "H", "H", "H", "H", "H", "H", "H", "H", "C", "O", "C", "C", "N", "C", "C", "O", "C", "H", "H", "H", "H", "H", "H", "H", "H", "H", "H", "H", "H", "H", "H", "H", "C", "O", "C", "C", "N", "C", "C", "O", "C", "H", "H", "H", "H", "H", "H", "H", "H", "H", "H", "H", "H", "H", "H", "H", "C", "O", "C", "C", "N", "C", "C", "O", "C", "H", "H", "H", "H", "H", "H", "H", "H", "H", "H", "H", "H", "H", "H", "H", "C", "O", "C", "C", "N", "C", "C", "O", "C", "H", "H", "H", "H", "H", "H", "H", "H", "H", "H", "H", "H", "H", "H", "H", "C", "O", "C", "C", "N", "C", "C", "O", "C", "H", "H", "H", "H", "H", "H", "H", "H", "H", "H", "H", "H", "H", "H", "H", "C", "O", "C", "C", "N", "C", "C", "O", "C", "H", "H", "H", "H", "H", "H", "H", "H", "H", "H", "H", "H", "H", "H", "H", "C", "O", "C", "C", "N", "C", "C", "O", "C", "H", "H", "H", "H", "H", "H", "H", "H", "H", "H", "H", "H", "H", "H", "H"], "xyz": [[-1.44553, -1.63688, 0.04355], [-0.48897, -1.21125, -0.91747], [0.85206, -1.39891, -0.47409], [1.62459, -0.13441, -0.15405], [1.37994, 0.39973, 1.23642], [1.42824, 1.03226, -1.07967], [-1.47996, -2.73445, 0.05929], [-2.39495, -1.23399, -0.30357], [-1.18665, -1.28298, 1.04381], [0.89974, -2.07075, 0.38988], [1.33314, -1.92396, -1.30972], [2.69745, -0.37883, -0.23718], [1.95309, 1.29640, 1.46433], [1.54136, -0.34264, 2.03324], [0.33088, 0.64900, 1.44382], [1.46175, 0.76450, -2.06083], [2.27453, 1.57978, -0.92365], [-3.92774, -11.45712, 2.14932], [-2.67364, -10.87982, 2.44628], [-2.77004, -9.49044, 2.75625], [-1.43892, -8.85217, 2.44424], [-1.13915, -9.04037, 1.05656], [0.02580, -8.37316, 0.49578], [-0.39584, -7.26881, -0.44114], [0.71710, -6.75618, -1.11706], [0.42966, -5.60991, -1.85517], [-3.74927, -12.52211, 2.03064], [-4.37043, -11.02188, 1.24418], [-4.66403, -11.28266, 2.94734], [-3.00557, -9.43382, 3.82598], [-3.53634, -8.98083, 2.16257], [-0.67953, -9.17417, 3.17476], [-1.55157, -7.77237, 2.60881], [-1.02473, -10.02726, 0.87047], [0.67675, -9.10494, 0.01444], [0.65175, -7.95536, 1.29909], [-0.91639, -6.50477, 0.16366], [-1.16044, -7.66585, -1.12482], [1.30632, -5.39190, -2.46106], [0.37887, -4.77128, -1.13568], [-0.50611, -5.55985, -2.41753], [2.69351, 9.55218, 4.15821], [1.78948, 8.49006, 4.30476], [1.14971, 8.48526, 5.54692], [-0.16485, 7.76007, 5.42777], [-0.03576, 6.45434, 4.82394], [-1.28541, 5.89277, 4.41506], [-1.06197, 4.52391, 3.79679], [-0.19050, 4.68700, 2.69760], [-0.04100, 3.49730, 1.96497], [3.53450, 9.47575, 4.85790], [2.17779, 10.49884, 4.36037], [3.06680, 9.53219, 3.13926], [0.94122, 9.50880, 5.89507], [1.74043, 8.04438, 6.36563], [-0.87067, 8.40386, 4.86713], [-0.61949, 7.67710, 6.42496], [0.67533, 6.50393, 4.10683], [-1.79795, 6.47849, 3.62675], [-1.92566, 5.85112, 5.29113], [-2.02280, 4.11210, 3.47091], [-0.58448, 3.88137, 4.54878], [-0.65312, 3.51813, 1.05754], [-0.20026, 2.57797, 2.53229], [0.99456, 3.43055, 1.61409], [-3.90149, 5.91266, 7.78749], [-4.28862, 4.58091, 7.54210], [-3.58377, 4.00001, 6.47363], [-4.32519, 2.77881, 5.97379], [-4.05696, 2.54001, 4.54885], [-4.69511, 1.32499, 4.07075], [-4.13212, 0.03820, 4.69291], [-4.48479, -1.07374, 3.90541], [-3.65057, -1.31060, 2.80106], [-4.44821, 6.34354, 8.62675], [-4.10407, 6.57104, 6.93048], [-2.83596, 5.95948, 8.06528], [-2.53004, 3.84832, 6.75045], [-3.52568, 4.67567, 5.59977], [-5.40248, 2.87441, 6.15405], [-3.91773, 1.90036, 6.48199], [-4.43930, 3.34290, 4.05625], [-4.52715, 1.26777, 2.98980], [-5.79790, 1.34459, 4.14192], [-4.55528, -0.10240, 5.68521], [-3.04150, 0.17955, 4.73533], [-4.03096, -0.79570, 1.90891], [-3.64492, -2.36373, 2.51361], [-2.62950, -0.99852, 3.04597], [2.04936, -3.25886, 3.25082], [3.00407, -3.09001, 2.24604], [4.19772, -2.50697, 2.73543], [5.11277, -2.21032, 1.54566], [6.09042, -3.29472, 1.31260], [6.74833, -3.08547, 0.03245], [7.96457, -2.18361, 0.05375], [9.16674, -2.74638, 0.48990], [9.14517, -3.25885, 1.80398], [2.45679, -3.84081, 4.07826], [1.21065, -3.78515, 2.78582], [1.58287, -2.31332, 3.55751], [4.63393, -3.10170, 3.54829], [4.02041, -1.51312, 3.18823], [5.62833, -1.27036, 1.71915], [4.43072, -2.19827, 0.68393], [5.54439, -4.14846, 1.31403], [6.00429, -2.64295, -0.65834], [7.02777, -4.01651, -0.47670], [7.72503, -1.39251, 0.79609], [8.08927, -1.64559, -0.88211], [10.13522, -3.69676, 1.90808], [8.40532, -4.05904, 1.87426], [8.91946, -2.52566, 2.58284], [4.09601, 3.50934, 0.33769], [3.55328, 3.12091, -0.90486], [3.37435, 4.19040, -1.76218], [3.77528, 3.81747, -3.18398], [3.09418, 2.58673, -3.56655], [3.62271, 1.95372, -4.78789], [5.03226, 1.41204, -4.61001], [4.97145, 0.48085, -3.52336], [6.20500, 0.18161, -2.94540], [5.11217, 3.88421, 0.20179], [4.10281, 2.61360, 0.95404], [3.45737, 4.27355, 0.78568], [4.02603, 5.05122, -1.53766], [2.36654, 4.61890, -1.74189], [4.87298, 3.76401, -3.23155], [3.48078, 4.65083, -3.82956], [3.44295, 1.93838, -2.85281], [3.66175, 2.67040, -5.61670], [2.93984, 1.15054, -5.06691], [5.74475, 2.23171, -4.42674], [5.42940, 0.89364, -5.49618], [6.64198, 1.05250, -2.45208], [6.94500, -0.23553, -3.65010], [6.04436, -0.68335, -2.29837], [-1.53332, -2.50117, -3.69461], [-2.68531, -1.83745, -4.12373], [-3.41397, -1.39080, -2.98263], [-4.75431, -0.86270, -3.42533], [-5.68607, -0.71877, -2.31555], [-5.24382, 0.31187, -1.38249], [-6.36780, 0.86896, -0.53483], [-6.52156, 0.19600, 0.70565], [-6.98032, -1.11946, 0.58970], [-0.74948, -1.86215, -3.28141], [-1.20011, -3.06976, -4.56453], [-1.76683, -3.25108, -2.92366], [-2.85040, -0.56450, -2.51999], [-3.50385, -2.20614, -2.25275], [-5.14336, -1.47634, -4.24178], [-4.62337, 0.13140, -3.87587], [-6.62054, -0.55562, -2.66206], [-4.69766, 1.15109, -1.84207], [-4.56347, -0.17572, -0.67362], [-7.35099, 0.79107, -1.03080], [-6.22443, 1.92593, -0.31923], [-7.60536, -1.25798, -0.29567], [-7.53133, -1.38567, 1.48978], [-6.11627, -1.79011, 0.52153], [-0.56421, 0.18334, -11.46942], [-1.14141, 0.32932, -10.20720], [-0.25551, -0.05656, -9.15814], [-0.88837, 0.38892, -7.87921], [-0.89804, 1.83851, -7.75228], [-1.65512, 2.26588, -6.58781], [-0.95189, 2.04313, -5.26271], [-1.43212, 2.92985, -4.29520], [-0.73005, 2.73215, -3.07681], [-1.31680, 0.20503, -12.25113], [0.01134, -0.74999, -11.53506], [0.15338, 0.99959, -11.64561], [0.69552, 0.46371, -9.33854], [-0.11057, -1.14246, -9.19675], [-0.35481, -0.02533, -7.01944], [-1.91937, 0.00710, -7.81095], [-1.32092, 2.24704, -8.57588], [-2.69202, 1.90082, -6.60652], [-1.79285, 3.35630, -6.65174], [0.14242, 2.13500, -5.36106], [-1.05992, 0.98913, -4.96280], [-1.00201, 1.78843, -2.58703], [-1.04043, 3.51049, -2.37478], [0.35340, 2.81575, -3.21074]], "lowdin_charge": [-0.0928, -0.2051, -0.1901, -0.3949, -0.0623, 0.0754, 0.0914, 0.0646, 0.0737, 0.1127, 0.1240, 0.1285, 0.0591, 0.0690, 0.0707, 0.0654, 0.0335, -0.1169, -0.2019, -0.2284, -0.2359, -0.0659, -0.2067, -0.2509, -0.1757, -0.1257, 0.0856, 0.0884, 0.0863, 0.1247, 0.1225, 0.1223, 0.1232, 0.1096, 0.1236, 0.1212, 0.1248, 0.1269, 0.0904, 0.0803, 0.0839, -0.1098, -0.1842, -0.2522, -0.2285, -0.0514, -0.2286, -0.2344, -0.1806, -0.1120, 0.0901, 0.0875, 0.0877, 0.1193, 0.1285, 0.1218, 0.1183, 0.1071, 0.1306, 0.0851, 0.1073, 0.1286, 0.0945, 0.0756, 0.0693, -0.1194, -0.1777, -0.2404, -0.1913, -0.0751, -0.2137, -0.2234, -0.1799, -0.1205, 0.0847, 0.0901, 0.0888, 0.1338, 0.0973, 0.1296, 0.1126, 0.1085, 0.1124, 0.1255, 0.1171, 0.1220, 0.0692, 0.0907, 0.0808, -0.1273, -0.2050, -0.2243, -0.1865, -0.0637, -0.2258, -0.2394, -0.1825, -0.1119, 0.0905, 0.0867, 0.0822, 0.1261, 0.1204, 0.1127, 0.1107, 0.1145, 0.1006, 0.1300, 0.1175, 0.1140, 0.0879, 0.0722, 0.0896, -0.0825, -0.2245, -0.2452, -0.2069, -0.0436, -0.1913, -0.2151, -0.1993, -0.1223, 0.0927, 0.0846, 0.0927, 0.1231, 0.1301, 0.1111, 0.1244, 0.0763, 0.1217, 0.1126, 0.1112, 0.1263, 0.0931, 0.0920, 0.0713, -0.1300, -0.1758, -0.2347, -0.2086, -0.0622, -0.2098, -0.2079, -0.2068, -0.1202, 0.0782, 0.0911, 0.0785, 0.1147, 0.1238, 0.1256, 0.1173, 0.1040, 0.1240, 0.1052, 0.1214, 0.1207, 0.0830, 0.0891, 0.0825, -0.1311, -0.2003, -0.2238, -0.2232, -0.0624, -0.2145, -0.2603, -0.1782, -0.1124, 0.0849, 0.0855, 0.0896, 0.1263, 0.1248, 0.1187, 0.1274, 0.1066, 0.1189, 0.1238, 0.1211, 0.1132, 0.0749, 0.0846, 0.0617], "smiles": "COC[C@H](C)N.COCCNCCOC.COCCNCCOC.COCCNCCOC.COCCNCCOC.COCCNCCOC.COCCNCCOC.COCCNCCOC", "max_force_ev_per_a": 2.36, "energy_ev": -92205.0244, "orbital_gap_ev": 8.92, "charge": 0, "relative_energy_ev": 0.0000, "homo_ev": -8.5}



# 2
{"formula": "C5H8O", "method": "wB97M-V/def2-TZVPD", "symbols": ["C", "C", "C", "C", "C", "O", "H", "H", "H", "H", "H", "H", "H", "H"], "xyz": [[-2.16981, -1.28220, -1.08430], [-1.25676, -0.23562, -0.62834], [-0.31012, 0.47788, -0.40515], [1.05239, 0.99652, -0.25393], [1.61678, 0.76919, 1.16547], [1.14505, -0.40548, 1.77833], [-1.55370, -2.05449, -1.55796], [-2.72631, -1.75168, -0.26883], [-2.87476, -0.90938, -1.83242], [1.64538, 0.42345, -0.97501], [1.13615, 2.05355, -0.53053], [2.70220, 0.65100, 1.09565], [1.41440, 1.65660, 1.78385], [0.17912, -0.38935, 1.71317]], "lowdin_charge": [-0.1033, -0.0829, -0.0565, -0.1785, -0.2754, -0.0698, 0.0829, 0.0744, 0.0754, 0.1187, 0.1121, 0.1163, 0.1136, 0.0730], "smiles": "CC#CCCO", "max_force_ev_per_a": 0.59, "energy_ev": -7360.1150, "orbital_gap_ev": 10.46, "charge": 0, "relative_energy_ev": 2.1402, "homo_ev": -9.5}



# 3
{"formula": "C5H13N2", "method": "wB97M-V/def2-TZVPD", "symbols": ["C", "C", "C", "C", "N", "C", "N", "H", "H", "H", "H", "H", "H", "H", "H", "H", "H", "H", "H", "H"], "xyz": [[0.84713, -0.60566, -2.11904], [1.48405, -1.37139, -1.02076], [0.58763, -1.14589, 0.30556], [0.75711, 0.25689, 0.88184], [-2.08658, 0.51150, 1.38033], [-1.46205, 1.27043, 0.53157], [-0.14664, 1.21348, 0.24316], [1.05967, 0.45963, -2.14177], [-0.22987, -0.81727, -2.19938], [1.27065, -0.98882, -3.10137], [2.51746, -1.10665, -0.79141], [1.39801, -2.45348, -1.18163], [0.86450, -1.91675, 1.04573], [-0.43040, -1.36896, -0.00675], [0.51719, 0.17061, 1.96187], [1.77551, 0.65266, 0.79507], [-1.68002, -0.29152, 1.82512], [-3.05756, 0.71955, 1.57422], [-1.99449, 2.16371, 0.20577], [0.19417, 2.05315, -0.21024]], "lowdin_charge": [-0.0221, -0.1002, -0.0719, -0.1022, 0.2572, -0.0644, 0.0955, 0.1028, 0.1181, 0.1925, 0.1419, 0.1687, 0.1528, 0.1206, 0.1743, 0.1629, 0.1405, 0.1685, 0.1863, 0.1781], "s2": 0.75, "max_force_ev_per_a": 2.11, "spin_multiplicity": 2, "energy_ev": -8355.5744, "orbital_gap_ev": [12.11, 5.82], "charge": 2, "relative_energy_ev": 2.8455, "homo_ev": [-20.1, -19.9]}



Which value of charge does entry 1 give?
0